[1]
A molecular structure, C32H68N4O25 in a non-equilibrium geometry, computed with ωB97M-V with the def2-TZVPD basis set.

Values from the calculation:
- max |F| (eV Å⁻¹) = 16.4
- electronic energy (Ha) = -3357.53688

XYZ file:
```
129
C32H68N4O25, DFT ωB97M-V with the def2-TZVPD basis set
C 0.628 -3.937 -2.382
O -0.572 -3.221 -2.552
C -1.034 -2.331 -1.629
O -0.479 -1.896 -0.652
O -2.281 -1.956 -2.010
C -3.053 -1.004 -1.281
H 1.233 -3.885 -3.287
H 0.420 -4.986 -2.174
H 1.317 -3.431 -1.706
H -3.726 -1.529 -0.604
H -3.797 -0.554 -1.939
H -2.466 -0.245 -0.763
C 1.864 -1.797 -1.082
O 2.524 -1.613 -2.316
C 3.867 -1.717 -2.536
O 4.645 -2.255 -1.728
O 4.205 -1.277 -3.751
C 5.602 -1.206 -4.146
H 1.028 -1.098 -1.093
H 2.486 -1.483 -0.244
H 1.526 -2.831 -1.027
H 6.233 -0.773 -3.370
H 5.613 -0.628 -5.071
H 5.966 -2.189 -4.444
C 0.251 -0.979 -2.906
O 0.097 0.306 -3.364
C 0.721 1.336 -2.856
O 1.422 1.297 -1.848
O 0.457 2.480 -3.531
C -0.105 2.439 -4.829
H 0.479 -1.019 -1.841
H 0.826 -1.554 -3.632
H -0.793 -1.286 -2.977
H -0.892 1.689 -4.904
H 0.587 2.378 -5.669
H -0.566 3.420 -4.949
C 2.541 4.818 2.313
O 1.395 4.319 1.735
C 1.243 4.044 0.471
O 2.043 4.425 -0.418
O 0.142 3.263 0.271
C -0.154 2.939 -1.091
H 3.234 4.001 2.512
H 2.388 5.322 3.268
H 2.988 5.594 1.691
H -1.146 3.382 -1.182
H -0.274 1.904 -1.413
H 0.610 3.303 -1.778
C -0.458 -3.000 2.051
O 0.125 -4.210 1.710
C 1.096 -4.249 0.763
O 1.631 -3.332 0.191
O 1.176 -5.573 0.413
C 2.191 -5.971 -0.511
H -1.182 -3.293 2.811
H -0.970 -2.536 1.208
H 0.265 -2.370 2.569
H 2.306 -7.055 -0.501
H 3.146 -5.531 -0.225
H 1.922 -5.735 -1.540
C 1.265 -0.928 2.600
O 0.243 -1.605 3.277
C -0.043 -1.371 4.554
O 0.579 -0.669 5.323
O -1.200 -2.105 4.789
C -1.740 -2.268 6.049
H 0.993 0.120 2.479
H 1.469 -1.525 1.712
H 2.171 -0.848 3.202
H -1.209 -3.137 6.439
H -2.781 -2.587 6.007
H -1.626 -1.392 6.687
C -2.082 5.429 1.097
O -3.058 4.782 0.188
C -3.246 3.518 0.003
O -3.972 3.111 -0.816
O -2.354 2.780 0.735
C -2.609 1.475 1.188
H -2.131 4.977 2.088
H -2.491 6.433 1.208
H -1.136 5.659 0.607
H -3.430 1.477 1.904
H -1.670 1.174 1.652
H -2.901 0.888 0.317
C -1.772 -1.411 1.566
C -3.059 -0.638 1.623
O -3.613 -0.250 0.605
N -3.599 -0.393 2.801
C -3.085 -0.594 4.167
H -1.665 -1.848 0.573
H -1.623 -2.180 2.325
H -0.942 -0.706 1.619
H -4.396 0.222 2.707
H -3.526 0.192 4.780
H -2.006 -0.443 4.207
H -3.354 -1.550 4.616
C -1.499 1.856 -1.929
C -2.594 2.072 -2.973
O -2.278 2.042 -4.154
N -3.820 2.391 -2.491
C -5.041 2.531 -3.316
H -1.743 2.294 -0.962
H -0.593 2.355 -2.273
H -1.107 0.842 -1.841
H -3.752 2.463 -1.486
H -4.861 2.100 -4.301
H -5.311 3.569 -3.510
H -5.857 2.098 -2.736
C 4.736 -0.766 0.109
C 3.553 -0.496 1.007
O 2.722 -1.350 1.275
N 3.530 0.665 1.596
C 2.408 1.205 2.457
H 4.692 -1.778 -0.294
H 5.697 -0.760 0.624
H 4.748 -0.187 -0.814
H 4.309 1.307 1.618
H 1.522 0.585 2.316
H 2.186 2.236 2.181
H 2.747 1.134 3.491
O 1.424 1.057 0.566
C 0.564 0.251 0.310
N 0.835 -0.993 0.422
C -0.776 0.750 -0.107
H 1.700 -1.274 0.860
H 0.254 -1.685 -0.030
H -0.663 1.052 -1.148
H -1.133 1.587 0.494
H -1.495 -0.068 -0.061
```



[2]
A molecular structure, C12H23CeF3NO5P2S in a non-equilibrium geometry, computed with ωB97M-V with the def2-TZVPD basis set.

Values from the calculation:
- max |F| (eV Å⁻¹) = 2.5
- total charge = +3
- electronic energy (Ha) = -2756.59819

XYZ file:
```
48
C12H23CeF3NO5P2S, DFT ωB97M-V with the def2-TZVPD basis set
Ce 0.000 0.329 0.545
P 2.342 -1.122 0.241
C 2.410 -1.497 -1.555
C 1.046 -1.720 -2.201
N -0.076 -1.149 -1.686
C -1.250 -1.382 -2.334
C -1.328 -2.176 -3.471
C -0.176 -2.739 -4.005
C 1.025 -2.498 -3.351
C -2.558 -0.798 -1.813
P -2.349 0.756 -0.846
H 1.969 -2.913 -3.701
H -2.306 -2.316 -3.929
H -0.213 -3.345 -4.903
H -3.223 -0.603 -2.678
H -3.065 -1.541 -1.162
H 2.915 -0.634 -2.051
H 3.028 -2.405 -1.709
H 1.711 3.962 -2.373
O 2.378 3.462 -2.909
H 2.386 3.941 -3.760
H -1.408 4.817 -0.217
O -1.112 5.489 -0.862
H -1.527 6.315 -0.543
C -2.484 2.072 -2.078
H -3.450 2.081 -2.599
H -2.326 3.030 -1.559
H -1.672 1.944 -2.809
C -3.801 0.841 0.233
H -3.676 1.761 0.826
H -4.741 0.891 -0.332
H -3.822 -0.013 0.929
C 2.277 -2.754 1.039
H 3.186 -3.338 0.836
H 2.169 -2.587 2.121
H 1.394 -3.311 0.691
C 3.910 -0.365 0.693
H 3.827 -0.132 1.766
H 4.783 -1.003 0.514
H 4.005 0.578 0.135
F -0.581 -1.225 5.388
C -0.216 -1.620 4.151
F 1.016 -1.126 3.859
F -0.149 -2.964 4.111
S -1.378 -0.916 2.858
O -2.740 -1.193 3.148
O -0.920 0.516 2.733
O -0.857 -1.580 1.594
```



Among the records above, which one has the lowest max |F|?
C12H23CeF3NO5P2S



Please write out number 2 again, unchanged.
A molecular structure, C12H23CeF3NO5P2S in a non-equilibrium geometry, computed with ωB97M-V with the def2-TZVPD basis set.

Values from the calculation:
- max |F| (eV Å⁻¹) = 2.5
- total charge = +3
- electronic energy (Ha) = -2756.59819

XYZ file:
```
48
C12H23CeF3NO5P2S, DFT ωB97M-V with the def2-TZVPD basis set
Ce 0.000 0.329 0.545
P 2.342 -1.122 0.241
C 2.410 -1.497 -1.555
C 1.046 -1.720 -2.201
N -0.076 -1.149 -1.686
C -1.250 -1.382 -2.334
C -1.328 -2.176 -3.471
C -0.176 -2.739 -4.005
C 1.025 -2.498 -3.351
C -2.558 -0.798 -1.813
P -2.349 0.756 -0.846
H 1.969 -2.913 -3.701
H -2.306 -2.316 -3.929
H -0.213 -3.345 -4.903
H -3.223 -0.603 -2.678
H -3.065 -1.541 -1.162
H 2.915 -0.634 -2.051
H 3.028 -2.405 -1.709
H 1.711 3.962 -2.373
O 2.378 3.462 -2.909
H 2.386 3.941 -3.760
H -1.408 4.817 -0.217
O -1.112 5.489 -0.862
H -1.527 6.315 -0.543
C -2.484 2.072 -2.078
H -3.450 2.081 -2.599
H -2.326 3.030 -1.559
H -1.672 1.944 -2.809
C -3.801 0.841 0.233
H -3.676 1.761 0.826
H -4.741 0.891 -0.332
H -3.822 -0.013 0.929
C 2.277 -2.754 1.039
H 3.186 -3.338 0.836
H 2.169 -2.587 2.121
H 1.394 -3.311 0.691
C 3.910 -0.365 0.693
H 3.827 -0.132 1.766
H 4.783 -1.003 0.514
H 4.005 0.578 0.135
F -0.581 -1.225 5.388
C -0.216 -1.620 4.151
F 1.016 -1.126 3.859
F -0.149 -2.964 4.111
S -1.378 -0.916 2.858
O -2.740 -1.193 3.148
O -0.920 0.516 2.733
O -0.857 -1.580 1.594
```



Which of these has the highest electronic energy?
C12H23CeF3NO5P2S



max |F| of number 2 (C12H23CeF3NO5P2S)?
2.5 eV Å⁻¹